{"formula": "C3H5N3O3S", "method": "ωB97M-V with the def2-TZVPD basis set", "e_lumo_ev": 0.070, "orbital_gap_ev": 11.0, "multiplicity": 1, "homo_ev": -10.9, "relative_energy_ev": 5.056, "fmax_ev_per_a": 5.2, "elements": ["C", "C", "N", "O", "N", "C", "S", "N", "O", "O", "H", "H", "H", "H", "H"], "positions_angstrom": [[1.608, 1.734, 0.034], [1.360, 0.303, -0.011], [2.327, -0.486, -0.029], [1.888, -1.781, 0.185], [0.463, -1.791, 0.023], [0.129, -0.448, -0.098], [-1.647, 0.002, 0.064], [-2.344, -1.445, -0.193], [-1.657, 0.845, -1.126], [-1.884, 0.530, 1.407], [2.645, 1.936, 0.706], [0.698, 1.980, 0.799], [1.789, 2.397, -1.107], [-2.377, -1.790, -1.191], [-2.999, -1.985, 0.536]], "nbo_charge": [-0.660, 0.075, -0.067, -0.158, -0.071, -0.183, 2.284, -1.111, -0.907, -0.878, 0.253, 0.251, 0.269, 0.443, 0.461]}

=====

{"formula": "C6H10O", "method": "ωB97M-V with the def2-TZVPD basis set", "e_lumo_ev": 1.108, "orbital_gap_ev": 10.6, "multiplicity": 1, "homo_ev": -9.5, "relative_energy_ev": 1.634, "fmax_ev_per_a": 0.4, "elements": ["C", "C", "C", "C", "O", "C", "C", "H", "H", "H", "H", "H", "H", "H", "H", "H", "H"], "positions_angstrom": [[1.647, -0.590, -0.410], [0.793, 0.321, 0.478], [0.113, 1.533, -0.202], [-1.231, 0.797, -0.139], [-1.393, -0.279, -1.086], [-1.223, -1.259, -0.044], [-0.641, -0.201, 0.891], [2.215, -1.313, 0.189], [2.375, 0.008, -0.969], [1.067, -1.153, -1.148], [1.412, 0.665, 1.310], [0.037, 2.359, 0.522], [0.552, 1.901, -1.135], [-2.173, 1.346, -0.011], [-0.589, -2.100, -0.348], [-2.205, -1.644, 0.272], [-0.878, -0.217, 1.959]], "nbo_charge": [-0.616, -0.208, -0.420, 0.109, -0.541, -0.062, -0.265, 0.208, 0.212, 0.214, 0.205, 0.207, 0.212, 0.179, 0.177, 0.174, 0.214]}

=====

{"formula": "C9H10N", "method": "ωB97M-V with the def2-TZVPD basis set", "charge": 1, "e_lumo_ev": [-5.410, -4.775], "orbital_gap_ev": [7.0, 8.1], "multiplicity": 1, "homo_ev": [-12.4, -12.8], "relative_energy_ev": 8.786, "fmax_ev_per_a": 5.1, "elements": ["C", "C", "C", "C", "C", "C", "C", "C", "C", "N", "H", "H", "H", "H", "H", "H", "H", "H", "H", "H"], "positions_angstrom": [[2.760, -0.088, 0.232], [1.839, -1.006, 0.371], [2.793, 1.132, -0.139], [1.466, 1.659, -0.535], [0.704, -1.455, 0.226], [0.364, 1.026, -0.335], [-1.677, 0.332, -1.220], [-0.348, -2.354, 0.013], [-1.434, 0.838, 1.167], [-0.846, 0.647, -0.254], [3.715, 1.844, -0.317], [1.498, 2.767, -0.609], [-2.581, -0.071, -1.003], [-1.213, 0.051, -2.177], [-0.978, -2.417, 1.050], [-0.072, -3.497, -0.269], [-1.129, -1.960, -0.609], [-2.148, 1.652, 1.121], [-0.628, 0.892, 1.868], [-2.086, 0.009, 1.417]], "nbo_charge": [0.158, -0.107, -0.289, -0.255, 0.137, 0.392, -0.096, -0.742, -0.404, -0.332, 0.279, 0.301, 0.203, 0.217, 0.262, 0.310, 0.247, 0.245, 0.245, 0.230]}